Model one:
Formula: C5H13N2O
Source: OMol25
Level of theory: ωB97M-V with the def2-TZVPD basis set

Computed properties:
Net charge = +1
SMILES = NCCC[C@@H]([NH3+])C=O
Frontier orbital gap = 10.249 eV

CARTESIAN COORDINATES (ANGSTROEM)
N  -0.922  0.524  2.051
C  0.070  1.514  1.628
C  0.504  1.257  0.162
C  1.092  -0.155  -0.092
C  0.314  -1.117  -0.995
N  -1.178  -1.052  -0.573
C  0.372  -1.041  -2.505
O  -0.228  -1.845  -3.150
H  -0.453  -0.082  2.715
H  -1.727  0.888  2.545
H  -0.253  2.558  1.645
H  0.998  1.453  2.219
H  1.161  2.068  -0.182
H  -0.329  1.347  -0.537
H  2.125  -0.029  -0.465
H  1.309  -0.713  0.839
H  0.699  -2.132  -0.786
H  -1.423  -0.337  0.132
H  -1.721  -0.871  -1.423
H  -1.427  -1.999  -0.296
H  1.017  -0.236  -2.931

Here are the Mulliken charges for atoms 1 to 4, given in e: -0.586 -0.565 -0.925 -0.779

***

Model two:
Formula: C5H13N2O
Source: OMol25
Level of theory: ωB97M-V with the def2-TZVPD basis set

Computed properties:
Net charge = +1
Frontier orbital gap = 8.911 eV

CARTESIAN COORDINATES (ANGSTROEM)
C  0.317  0.940  -2.556
N  0.862  1.051  -1.202
C  0.384  1.781  -0.247
N  0.922  1.862  0.964
H  -0.034  -0.078  -2.700
H  1.091  1.169  -3.281
H  -0.516  1.628  -2.668
H  1.567  0.366  -0.953
H  -0.491  2.384  -0.465
H  1.761  1.328  1.157
H  0.292  2.000  1.738
C  0.999  -2.301  1.255
C  -0.180  -1.806  0.473
C  -1.130  -1.060  1.004
O  -2.188  -0.578  0.282
H  1.944  -1.990  0.804
H  0.975  -1.914  2.275
H  1.012  -3.388  1.315
H  -0.316  -2.169  -0.539
H  -1.106  -0.814  2.066
H  -2.954  -0.482  0.862

Here are the Mulliken charges for atoms 1 to 4, given in e: -0.765 -0.140 0.184 -0.336

***

Model three:
Formula: C5H13N2O
Source: OMol25
Level of theory: ωB97M-V with the def2-TZVPD basis set

Computed properties:
Net charge = +1
SMILES = CCNC(=O)C[NH2+]C
Frontier orbital gap = 9.561 eV

CARTESIAN COORDINATES (ANGSTROEM)
C  -2.316  -2.101  -1.529
C  -1.326  -1.585  -0.490
N  -1.480  -0.132  -0.553
C  -0.605  0.928  -0.303
O  -0.742  1.992  -0.873
C  0.370  0.801  0.883
N  1.612  1.601  0.557
C  2.821  1.162  1.460
H  -2.500  -1.471  -2.368
H  -3.264  -2.449  -1.184
H  -1.890  -3.050  -2.020
H  -0.180  -1.870  -0.876
H  -1.316  -2.055  0.525
H  -2.323  0.154  -1.002
H  0.018  1.124  1.876
H  0.627  -0.236  1.044
H  1.829  1.306  -0.481
H  1.411  2.726  0.628
H  2.889  0.127  1.136
H  2.611  1.377  2.611
H  3.756  1.650  0.960

Here are the Mulliken charges for atoms 1 to 4, given in e: -1.273 -0.173 -0.162 0.372

***

Stability order, top to bottom: model two, model one, model three

***

Model one:
Formula: C5H13N2O
Source: OMol25
Level of theory: ωB97M-V with the def2-TZVPD basis set

Computed properties:
Net charge = +1
Frontier orbital gap = 7.581 eV

CARTESIAN COORDINATES (ANGSTROEM)
C  -2.098  0.825  0.121
C  -2.472  1.699  -0.803
C  -1.594  -1.514  0.509
N  -1.931  -0.537  -0.243
H  -1.818  1.069  1.134
H  -2.605  1.426  -1.843
H  -2.592  2.733  -0.522
H  -1.414  -2.474  0.044
H  -1.478  -1.333  1.570
H  -2.231  -0.786  -1.186
C  2.172  -0.728  1.373
N  1.282  -0.044  0.409
C  1.972  0.194  -0.838
O  1.150  0.821  -1.813
H  2.626  -1.608  0.923
H  1.555  -1.049  2.212
H  2.945  -0.062  1.759
H  1.074  0.859  0.823
H  2.844  0.848  -0.765
H  2.317  -0.774  -1.213
H  0.297  0.436  -1.653

Here are the Mulliken charges for atoms 1 to 4, given in e: 0.034 -0.648 -0.160 0.047

***

Model two:
Formula: C5H13N2O
Source: OMol25
Level of theory: ωB97M-V with the def2-TZVPD basis set

Computed properties:
Net charge = +1
SMILES = CNC(=O)[C@@H](C)[NH2+]C
Frontier orbital gap = 10.756 eV

CARTESIAN COORDINATES (ANGSTROEM)
C  -2.071  -1.676  0.433
N  -1.460  -0.734  1.377
C  -0.582  0.237  0.965
O  -0.365  1.180  1.713
C  0.150  0.160  -0.348
C  -0.751  1.097  -1.258
N  1.486  0.843  -0.105
C  2.762  0.078  -0.220
H  -1.391  -1.824  -0.399
H  -3.125  -1.544  0.147
H  -2.069  -2.588  1.027
H  -1.965  -0.549  2.227
H  0.314  -0.867  -0.684
H  -0.767  2.129  -0.930
H  -0.680  0.889  -2.326
H  -1.690  0.538  -1.070
H  1.447  1.112  0.881
H  1.455  1.709  -0.676
H  3.001  -0.090  -1.280
H  2.718  -0.814  0.400
H  3.583  0.713  0.125

Here are the Mulliken charges for atoms 1 to 4, given in e: -0.807 -0.128 0.354 -0.650

***

Stability order, top to bottom: model two, model one

***

Model one:
Formula: C2H3IN
Source: OMol25
Level of theory: ωB97M-V with the def2-TZVPD basis set

Computed properties:
Net charge = +1
Frontier orbital gap = 7.799 eV

CARTESIAN COORDINATES (ANGSTROEM)
C  0.996  0.773  1.584
C  -0.529  -0.348  -1.032
N  -0.013  0.276  1.870
I  -1.872  -0.226  -2.449
H  2.054  0.886  1.179
H  0.189  -1.652  -1.150
H  -0.825  0.290  -0.002

Here are the Mulliken charges for atoms 1 to 4, given in e: 0.211 -0.418 -0.466 0.616

***

Model two:
Formula: C2H3IN
Source: OMol25
Level of theory: ωB97M-V with the def2-TZVPD basis set

Computed properties:
Net charge = +1
SMILES = C=[N+]=CI
Frontier orbital gap (spin up / spin down) = 7.679 / 7.677 eV

CARTESIAN COORDINATES (ANGSTROEM)
C  -0.241  -0.652  0.514
N  -0.047  0.282  -0.569
C  0.636  0.847  -1.420
I  0.849  0.243  -3.521
H  -1.174  -1.061  0.649
H  0.594  -0.908  1.080
H  0.932  1.927  -1.539

Here are the Mulliken charges for atoms 1 to 4, given in e: -0.076 -0.104 -0.125 0.334

***

Model three:
Formula: C2H3IN
Source: OMol25
Level of theory: ωB97M-V with the def2-TZVPD basis set

Computed properties:
Net charge = +1
SMILES = C=[N+]=CI
Frontier orbital gap = 8.221 eV

CARTESIAN COORDINATES (ANGSTROEM)
C  1.163  0.555  0.121
N  0.101  0.023  0.437
C  -1.081  -0.766  -0.042
I  -2.923  0.127  -0.058
H  1.593  0.703  -0.932
H  1.957  1.064  0.765
H  -0.810  -1.705  -0.291

Here are the Mulliken charges for atoms 1 to 4, given in e: -0.036 -0.178 -0.204 0.464

***

Stability order, top to bottom: model two, model three, model one